The following is a DFT calculation (wB97M-V/def2-TZVPD) of a molecular structure, C53H54BrCsNOP2S4.

Atoms and positions in Å:
1 Cs 1.492 -0.283 -1.045
2 C 2.759 -3.832 -4.048
3 C 3.739 -2.715 -4.335
4 S 4.391 -1.785 -2.976
5 C 5.134 -3.169 -2.054
6 C 5.758 -2.630 -0.768
7 S 4.540 -1.797 0.297
8 C 4.010 -3.094 1.437
9 C 3.357 -4.380 0.881
10 S 1.775 -3.974 0.121
11 C 1.603 -5.185 -1.242
12 C 0.700 -4.673 -2.402
13 S 1.259 -3.190 -3.270
14 H 3.163 -4.649 -3.443
15 H 2.455 -4.244 -5.011
16 H 3.240 -1.998 -4.962
17 H 4.600 -3.101 -4.920
18 H 5.911 -3.626 -2.686
19 H 4.369 -3.938 -1.854
20 H 6.477 -1.871 -1.035
21 H 6.247 -3.387 -0.212
22 H 3.305 -2.567 2.125
23 H 4.860 -3.353 2.046
24 H 3.157 -5.046 1.723
25 H 3.977 -4.889 0.192
26 H 1.148 -6.092 -0.924
27 H 2.601 -5.390 -1.628
28 H -0.320 -4.522 -2.006
29 H 0.675 -5.484 -3.097
30 C 0.536 2.383 -6.802
31 C 1.215 2.617 -5.507
32 C 1.720 3.874 -5.143
33 C 2.497 4.002 -3.982
34 C 2.689 2.859 -3.253
35 Br 3.824 2.815 -1.710
36 N 2.174 1.671 -3.536
37 C 1.456 1.575 -4.656
38 H -0.467 2.803 -6.805
39 H 0.465 1.301 -7.040
40 H 1.121 2.882 -7.588
41 H 1.516 4.722 -5.778
42 H 2.931 4.920 -3.618
43 H 1.040 0.600 -4.896
44 C -5.421 0.565 4.210
45 C -4.492 1.703 3.790
46 C -4.906 3.026 4.414
47 C -4.532 1.814 2.309
48 C -5.643 2.278 1.622
49 C -5.711 2.192 0.252
50 C -4.678 1.622 -0.491
51 C -3.507 1.267 0.132
52 P -2.032 0.493 -0.635
53 C -2.273 0.802 -2.458
54 C -2.130 -0.245 -3.376
55 C -2.339 0.043 -4.712
56 C -2.708 1.314 -5.153
57 C -2.859 2.328 -4.244
58 C -2.600 2.066 -2.891
59 C -2.404 -1.312 -0.495
60 C -3.442 -1.944 -1.174
61 C -3.623 -3.320 -1.136
62 C -2.759 -4.084 -0.348
63 C -1.772 -3.448 0.401
64 C -1.650 -2.085 0.352
65 C -3.475 1.381 1.533
66 O -2.312 0.942 2.063
67 C -2.069 1.063 3.400
68 C -0.710 0.888 3.808
69 C -0.484 0.942 5.182
70 C -1.499 1.173 6.070
71 C -2.784 1.480 5.656
72 C -3.074 1.398 4.280
73 P 0.602 0.750 2.531
74 C 1.018 2.533 2.261
75 C 1.587 3.394 3.199
76 C 1.669 4.739 2.971
77 C 1.191 5.226 1.764
78 C 0.628 4.397 0.791
79 C 0.523 3.027 1.047
80 C 2.038 0.158 3.471
81 C 3.332 0.641 3.194
82 C 4.423 0.033 3.810
83 C 4.231 -1.031 4.694
84 C 2.947 -1.474 4.942
85 C 1.850 -0.917 4.326
86 H -6.444 0.864 4.034
87 H -5.287 0.386 5.277
88 H -5.154 -0.327 3.659
89 H -5.985 3.229 4.230
90 H -4.326 3.848 4.032
91 H -4.838 2.974 5.506
92 H -6.479 2.706 2.175
93 H -6.638 2.539 -0.250
94 H -4.738 1.549 -1.588
95 H -1.908 -1.248 -3.067
96 H -2.282 -0.795 -5.427
97 H -2.864 1.512 -6.238
98 H -3.115 3.356 -4.547
99 H -2.834 2.872 -2.196
100 H -4.101 -1.374 -1.779
101 H -4.418 -3.768 -1.725
102 H -2.819 -5.157 -0.338
103 H -1.126 -4.039 1.029
104 H -0.900 -1.600 0.974
105 H 0.529 0.825 5.562
106 H -1.266 1.173 7.108
107 H -3.528 1.734 6.372
108 H 1.940 2.946 4.096
109 H 2.108 5.377 3.740
110 H 1.272 6.298 1.627
111 H 0.352 4.844 -0.160
112 H 0.065 2.323 0.336
113 H 3.452 1.496 2.529
114 H 5.396 0.409 3.644
115 H 5.067 -1.429 5.226
116 H 2.811 -2.265 5.665
117 H 0.816 -1.241 4.537

Properties
Maximum force, eV/A: 1.906
Charge: +1
LUMO level, eV: -1.617
HOMO, Ha: -0.3612
Energy relative to the best compared isomer or geometry (same formula, charge and spin), kJ/mol: 23.0
E_tot, a.u.: -7051.50912